# 1
94
Properties=species:S:1:pos:R:3 method="wB97M-V/def2-TZVPD" homo_energy_ev=-8.118 multiplicity=1
C 3.18914 -0.61986 2.19355
C 1.63850 -0.94966 1.98704
O 1.36372 -1.98500 2.96813
C 1.35169 -1.44322 0.50849
C 0.39103 -0.50997 -0.37066
C 0.47604 -1.15938 -1.82179
O 1.78694 -1.53698 -2.29302
C 2.00572 -2.90064 -2.39171
C 1.29169 -3.82753 -3.24037
C 1.56984 -5.25890 -3.33707
C 2.68541 -5.78075 -2.54372
C 3.44907 -4.87575 -1.67418
C 3.11627 -3.45924 -1.58978
C 0.97478 0.97758 -0.31634
C 2.43735 1.09346 -0.93012
C 3.06501 2.53410 -0.63331
O 3.72697 2.58149 0.63385
C 5.05440 2.09045 0.55909
C 5.89167 2.57159 1.82321
F 5.11052 3.43122 2.55965
F 6.25204 1.54795 2.64855
F 6.99230 3.31440 1.43989
N 0.03072 2.02046 -0.83061
P 0.23563 2.48267 -2.51581
C 0.16729 4.38233 -2.47160
O -1.06342 2.07866 -3.49503
C -1.27198 1.86071 -0.37880
N -2.29432 2.51464 -0.86608
P -3.99281 2.21432 -0.35577
O -4.86451 1.91495 -1.75735
I -4.83390 4.30811 0.63200
N -1.47953 0.85313 0.65861
S -1.43178 1.45699 2.19054
C -1.14116 0.45634 3.67033
O -0.45311 2.57849 2.24328
O -2.71795 2.13681 2.47544
C -1.10617 -0.47415 0.18407
C -2.21953 -0.75530 -0.93047
O -3.26113 -1.39014 -0.62696
O -2.21699 -0.26356 -2.12731
P -1.44972 -1.92683 1.41070
O -2.94567 -1.63466 2.14418
Br -1.51219 -3.88238 0.22638
H 3.29520 0.46589 1.90636
H 3.85455 -1.29745 1.60646
H 3.35840 -0.66625 3.30053
H 1.09986 -0.02808 2.31467
H 0.95636 -2.75656 2.54178
H 1.04745 -2.52965 0.43828
H 2.38823 -1.46543 0.06771
H 0.12445 -0.35975 -2.53343
H -0.17125 -2.07888 -1.88970
H 0.45977 -3.43015 -3.87375
H 0.94479 -5.90510 -3.99682
H 2.91406 -6.86581 -2.64226
H 4.31811 -5.25150 -1.07637
H 3.75130 -2.81863 -0.93119
H 1.15159 1.31244 0.75022
H 3.15339 0.39285 -0.41594
H 2.48381 0.83347 -2.01192
H 2.30835 3.35119 -0.75667
H 3.84141 2.68635 -1.43189
H 5.01261 0.96276 0.61163
H 5.63044 2.44106 -0.33682
H -0.88227 4.67183 -2.76528
H 0.43142 4.71866 -1.44036
H 0.83721 4.79813 -3.26135
H -0.66140 1.68911 -4.29352
H -2.18490 3.22437 -1.60203
H -5.24690 2.76140 -2.07246
H -0.50584 -0.45734 3.57893
H -2.13501 0.13023 4.08184
H -0.70090 1.14259 4.44601
H -3.63383 -2.17605 1.71017
N 3.12605 -5.46615 1.79285
C 2.83398 -6.73893 2.20230
C 2.68033 -6.71961 3.56497
C 2.88159 -5.38211 3.99391
C 3.15251 -4.63221 2.87827
H 3.29369 -5.18686 0.84132
H 2.76205 -7.54579 1.49067
H 2.44736 -7.57096 4.18508
H 2.83245 -5.01143 5.00573
H 3.36131 -3.58135 2.76276
N -8.10463 4.74472 -1.33652
C -8.41113 5.55995 -2.39306
C -9.64052 6.11710 -2.15381
C -10.09128 5.62373 -0.90235
C -9.12171 4.78215 -0.42162
H -7.26244 4.20293 -1.24566
H -7.73013 5.67123 -3.22160
H -10.15867 6.80388 -2.80444
H -11.02137 5.85983 -0.40981
H -9.06769 4.20731 0.48895


# 2
80
Properties=species:S:1:pos:R:3 method="wB97M-V/def2-TZVPD" homo_energy_ev="-10.464 / -10.465" multiplicity=2 charge=+1
Cu -0.10335 1.07435 -0.54143
O -3.77090 -1.37640 -3.63078
C -3.07199 -2.40481 -3.12204
C -3.58533 -3.68210 -3.36536
C -2.93923 -4.79722 -2.88349
C -1.75947 -4.67795 -2.14544
C -1.25625 -3.42198 -1.89957
C -1.89348 -2.26453 -2.36828
C -1.28689 -0.95757 -2.03755
O -0.27276 -0.91115 -1.27922
N -1.84265 0.13273 -2.60128
N -1.17000 1.22773 -2.16972
C -1.21481 2.36144 -2.74889
C -0.32125 3.38360 -2.16773
C -0.22206 4.66301 -2.67901
C 0.68404 5.54300 -2.10099
C 1.45451 5.11703 -1.03421
C 1.28972 3.82057 -0.57199
N 0.43103 2.96923 -1.12457
H -3.28822 -0.55028 -3.42913
H -4.49572 -3.76152 -3.94350
H -3.35052 -5.77779 -3.08682
H -1.24947 -5.55787 -1.77885
H -0.33858 -3.30154 -1.33996
H -1.81253 2.53853 -3.63637
H -0.83945 4.96201 -3.51453
H 0.78431 6.54996 -2.48319
H 2.17131 5.76926 -0.55726
H 1.86015 3.44676 0.26928
C -0.19604 -0.07219 6.08651
Si 0.36573 -1.00883 4.58379
C 0.12445 -2.83814 4.80951
C 2.15301 -0.64546 4.22434
C -0.80315 -0.50867 3.16309
C -2.15741 -0.84340 3.35175
C -3.11889 -0.58405 2.39181
C -2.72532 0.01682 1.20678
N -1.45907 0.35305 0.99454
C -0.55126 0.10896 1.95166
S 1.05019 0.75111 1.43022
H 0.45424 -0.28299 6.93799
H -1.21421 -0.33817 6.37754
H -0.16998 1.00443 5.90391
H 0.70287 -3.19561 5.66434
H 0.46118 -3.38717 3.92657
H -0.91923 -3.10304 4.98704
H 2.72208 -0.97452 5.09939
H 2.35933 0.41403 4.07658
H 2.53962 -1.19483 3.36295
H -2.46424 -1.32763 4.27242
H -4.15345 -0.85490 2.54747
H -3.42240 0.22074 0.40317
C 4.57946 -3.60057 1.13597
C 3.41198 -4.51031 0.78186
C 2.27013 -3.79932 0.06465
C 1.63423 -2.65852 0.88793
Ge 2.39940 -0.94048 0.48285
C 2.69621 -0.51316 -1.38544
C 4.18724 -0.53592 -1.74595
C 4.47627 0.12948 -3.09073
C 3.79864 -0.56556 -4.26361
H 5.41155 -4.16583 1.55516
H 4.30485 -2.84549 1.87635
H 4.95944 -3.07674 0.25322
H 3.02317 -4.98286 1.68877
H 3.76356 -5.32460 0.14456
H 1.48640 -4.52235 -0.17243
H 2.62442 -3.43426 -0.90671
H 1.72017 -2.85359 1.96011
H 0.57079 -2.56528 0.65837
H 3.65599 -0.53475 1.27759
H 2.27798 0.46988 -1.62629
H 2.11837 -1.23115 -1.96693
H 4.53310 -1.57518 -1.78543
H 4.78205 -0.05647 -0.96361
H 5.55678 0.15516 -3.24851
H 4.15460 1.17603 -3.04255
H 4.11273 -1.60954 -4.33295
H 4.04347 -0.08529 -5.21064
H 2.71113 -0.55685 -4.16564